(1)
Molecular formula: C25H31N5O5OsS
Method: DFT, ωB97M-V/def2-TZVPD

ORCA input file:
```
! wB97M-V def2-TZVPD RIJCOSX def2/J DEFGRID3
* xyz 2 1
Os -1.4830 0.2696 0.0735
O -2.6573 0.8912 1.3770
C -3.9843 1.1900 1.1957
C -4.7798 1.0728 2.3267
C -6.1148 1.4222 2.2532
C -6.6526 1.8970 1.0658
C -5.8633 2.0094 -0.0620
C -4.5151 1.6497 -0.0227
C -3.6952 1.7324 -1.2137
N -2.4581 1.2641 -1.3433
C -2.0336 1.4766 -2.6478
C -3.0337 2.1108 -3.3015
N -4.0540 2.2634 -2.3956
H -4.3384 0.7127 3.2451
H -6.7440 1.3252 3.1274
H -7.6962 2.1750 1.0187
H -6.3146 2.3696 -0.9769
H -1.0629 1.1659 -2.9892
H -3.1109 2.4580 -4.3163
H -4.9371 2.7101 -2.5834
C 3.0767 3.7635 -1.8103
C 3.9969 2.9943 -0.8696
C 4.2001 1.5373 -1.2737
C 2.9438 0.6855 -1.1734
N 2.5531 0.5199 0.2394
C 1.4635 0.9109 0.8504
S 0.1803 1.7645 -0.0439
N 1.2681 0.6882 2.1415
C 2.2705 0.1090 3.0510
C 3.3564 1.1022 3.4546
C 4.3447 0.4849 4.4439
C 5.2236 -0.5935 3.8201
H 3.0605 4.8238 -1.5622
H 2.0428 3.4094 -1.7692
H 3.4147 3.6757 -2.8444
H 3.6182 3.0477 0.1582
H 4.9731 3.4799 -0.8431
H 4.9862 1.0764 -0.6668
H 4.5506 1.4801 -2.3068
H 3.1050 -0.3140 -1.5770
H 2.1045 1.1300 -1.7028
H 3.2729 0.1155 0.8281
H 0.4699 1.1514 2.5533
H 2.6787 -0.7842 2.5719
H 1.7252 -0.2466 3.9243
H 2.8782 1.9855 3.8832
H 3.9033 1.4447 2.5685
H 3.7940 0.0755 5.2955
H 4.9698 1.2827 4.8451
H 4.6541 -1.4728 3.5116
H 5.9763 -0.9425 4.5248
H 5.7560 -0.2072 2.9467
O -0.6010 -1.2986 -0.9001
C -1.6819 -2.0093 -0.9334
O -2.6683 -1.4105 -0.4052
C -1.7150 -3.3440 -1.5046
C -2.9360 -3.9776 -1.7428
C -2.9482 -5.2521 -2.2815
C -1.7513 -5.8984 -2.5663
C -0.5588 -5.2453 -2.3100
C -0.5064 -3.9735 -1.7882
N 0.7198 -5.9339 -2.6026
O 1.7386 -5.3470 -2.3014
O 0.6542 -7.0358 -3.0900
H -3.8612 -3.4698 -1.5060
H -3.8862 -5.7512 -2.4783
H -1.7281 -6.8963 -2.9808
H 0.4467 -3.5000 -1.6082
*
```

## Properties
**Relative energy (zero: lowest compared OMol25 entry of this formula, charge and spin)**: 0.0 kcal/mol
**LUMO**: -7.88 eV
**M**: 703.85 u
**Total energy**: -57403.3658 eV
**Maximum force**: 0.012 Eh/bohr
**Orbital gap**: 6.5 eV

(2)
Molecular formula: C25H31N7RuS
Method: DFT, ωB97M-V/def2-TZVPD

ORCA input file:
```
! wB97M-V def2-TZVPD RIJCOSX def2/J DEFGRID3
* xyz 3 2
Ru 1.4340 -0.4309 -0.2876
C 1.5354 -2.5888 3.5143
C 1.4627 -1.6242 2.3762
N 1.3716 -1.9547 1.1329
C 1.6268 -3.2876 0.6180
C 2.9207 -3.1366 -0.1992
N 3.0140 -1.8331 -0.9472
C 2.9214 -2.0137 -2.4238
C 1.4719 -1.9455 -2.8748
N 0.9093 -0.6763 -2.3702
C 1.3660 0.5293 -3.1547
C 2.3303 1.4566 -2.3902
N 2.0741 1.3631 -0.9604
C 2.3556 2.2505 -0.0651
C 2.9015 3.6088 -0.3567
C 2.1610 1.7762 1.3287
C 2.3491 2.5021 2.4978
C 2.1686 1.8686 3.7207
C 1.8164 0.5255 3.7739
C 1.6508 -0.1643 2.5817
N 1.8282 0.4698 1.4115
H 0.7973 -3.3817 3.4014
H 1.3591 -2.0932 4.4647
H 2.5229 -3.0540 3.5674
H 0.7842 -3.5949 -0.0026
H 1.7827 -4.0392 1.3927
H 3.0092 -3.9655 -0.9014
H 3.7751 -3.1943 0.4742
H 3.9246 -1.4378 -0.7422
H 3.3603 -2.9676 -2.7195
H 3.5122 -1.2310 -2.9011
H 0.8933 -2.7661 -2.4483
H 1.4104 -2.0172 -3.9633
H -0.1026 -0.6912 -2.4281
H 0.4764 1.0729 -3.4701
H 1.8646 0.1975 -4.0660
H 2.2703 2.4728 -2.7808
H 3.3599 1.1171 -2.5347
H 3.9905 3.5697 -0.4427
H 2.6588 4.3137 0.4344
H 2.5077 4.0037 -1.2916
H 2.6392 3.5423 2.4639
H 2.3167 2.4213 4.6383
H 1.6941 0.0340 4.7282
S -4.7212 1.5742 1.3850
C -3.1530 0.9966 0.7413
C -2.2408 1.9208 0.2517
C -0.9579 1.5043 -0.0593
N -0.5393 0.2375 0.0819
C -1.4391 -0.6585 0.5295
C -2.7365 -0.3230 0.8700
C -5.9073 1.0642 0.1451
C -6.4035 2.0224 -0.7393
C -7.4282 1.6784 -1.6054
N -7.8175 0.4388 -1.4898
C -7.4608 -0.5489 -0.7146
C -6.4415 -0.2265 0.1645
H -2.5063 2.9628 0.1386
H -0.2307 2.2143 -0.4261
H -1.0921 -1.6764 0.6340
H -3.3899 -1.0857 1.2701
H -6.0333 3.0384 -0.7545
H -7.8961 2.3436 -2.3230
H -7.9622 -1.5085 -0.7731
H -6.1194 -0.9752 0.8747
*
```

## Properties
**LUMO (spin up / spin down)**: -8.58 / -11.52 eV
**M**: 562.71 u
**Total energy**: -50251.5025 eV
**Maximum force**: 0.012 Eh/bohr
**Orbital gap (spin up / spin down)**: 6.9 / 3.9 eV

(3)
Molecular formula: C25H32AlBrF6NO15
Method: DFT, ωB97M-V/def2-TZVPD

ORCA input file:
```
! wB97M-V def2-TZVPD RIJCOSX def2/J DEFGRID3
* xyz -1 1
C -0.0268 -2.0797 5.8794
C -0.5792 -1.7672 4.8596
C -1.1513 -1.4651 3.5365
C -0.1041 -1.7345 2.3855
C 0.6990 -0.4498 2.1361
Al 2.1443 -0.5653 0.7032
Br 1.4839 -1.8297 -1.2171
C 2.4583 1.3871 0.0826
C 3.0237 2.1110 1.2508
C 2.1437 2.4713 2.4522
N 4.2768 2.4088 1.2831
C 3.9438 -1.1956 1.4348
C 3.8995 -2.5202 2.1831
F 4.8150 -1.3222 0.3043
H 0.5668 -2.5587 6.6285
H -1.3403 -0.3859 3.5275
H -2.1104 -1.9577 3.3626
H -0.6576 -2.0446 1.4984
H 0.5569 -2.5199 2.7764
H -0.0139 0.3107 1.7752
H 1.1709 -0.0867 3.0587
H 3.2446 1.3133 -0.6771
H 1.5337 1.8471 -0.2831
H 1.0905 2.3680 2.1672
H 2.3008 3.5018 2.7854
H 2.3572 1.7543 3.2506
H 4.4749 2.8905 2.1635
H 4.3380 -0.3736 2.0509
H 3.2962 -2.4756 3.0956
H 4.9311 -2.7612 2.5124
H 3.6202 -3.3439 1.5151
C -5.0487 0.4094 0.7777
C -4.7846 -0.6989 1.7680
O -3.5102 -0.3655 2.2750
C -3.4066 1.0012 2.1883
O -2.5991 1.6498 2.7578
O -4.3640 1.5086 1.3723
F -4.7131 -1.9084 1.1547
H -4.6186 0.1976 -0.2027
H -6.1081 0.6275 0.6607
H -5.5025 -0.7523 2.5898
C -0.6098 5.1036 -2.1360
C 0.1138 4.1043 -1.2791
O -0.9439 3.4977 -0.5550
C -2.0495 3.5683 -1.3493
O -3.0403 2.9391 -1.1858
O -1.8645 4.4582 -2.3651
F 0.9499 4.7207 -0.4056
H -0.7792 6.0484 -1.6128
H -0.1006 5.3035 -3.0683
H 0.6637 3.3436 -1.8353
C -0.4303 -6.5622 1.2044
C -1.6330 -6.4027 0.3071
O -1.6674 -5.0156 0.0735
C -0.3616 -4.5683 0.1616
O 0.0232 -3.5267 -0.2319
O 0.4218 -5.5133 0.7568
F -2.7830 -6.7741 0.9384
H -0.6802 -6.4076 2.2560
H 0.0533 -7.5307 1.0930
H -1.5574 -6.9325 -0.6458
C -2.7730 -4.7469 -4.9136
C -2.4762 -5.8012 -3.8756
O -1.1803 -5.4592 -3.4437
C -1.0561 -4.0938 -3.6087
O -0.2205 -3.4334 -3.1133
O -2.0522 -3.6228 -4.4177
F -2.4450 -7.0476 -4.4235
H -2.3896 -5.0225 -5.8980
H -3.8346 -4.5233 -4.9961
H -3.1584 -5.7987 -3.0222
C 2.6343 7.4613 -2.2370
C 2.7479 6.6008 -3.4702
O 2.2328 7.4427 -4.4851
C 2.4874 8.7271 -4.0920
O 2.4337 9.6695 -4.8064
O 2.8167 8.7748 -2.7764
F 1.9695 5.4936 -3.3769
H 1.6489 7.3905 -1.7737
H 3.3914 7.2333 -1.4914
H 3.7674 6.3059 -3.7223
*
```

## Properties
**Relative energy (zero: lowest compared OMol25 entry of this formula, charge and spin)**: 0.0 kcal/mol
**LUMO**: 2.07 eV
**M**: 807.40 u
**Total energy**: -151591.9303 eV
**Maximum force**: 0.056 Eh/bohr
**Orbital gap**: 6.6 eV

(4)
Molecular formula: C25H32As2F3N2Pd
Method: DFT, ωB97M-V/def2-TZVPD

ORCA input file:
```
! wB97M-V def2-TZVPD RIJCOSX def2/J DEFGRID3
* xyz 1 1
Pd 0.0808 -0.2646 0.4962
C 1.6714 -2.9455 2.6774
As 0.9915 -2.3508 0.9759
C 2.5145 -2.6804 -0.1859
C -0.2924 -3.6958 0.4400
C -0.3245 -4.9596 1.0157
C -1.2656 -5.8906 0.5985
C -2.1662 -5.5641 -0.4041
C -2.1318 -4.3040 -0.9858
C -1.2073 -3.3583 -0.5588
As -1.1554 -1.5691 -1.3254
C -3.0407 -1.1903 -1.5951
C -0.6025 -1.9286 -3.1564
H 2.1613 -3.9090 2.5460
H 0.8666 -3.0301 3.3997
H 2.3919 -2.2135 3.0354
H 2.6716 -3.7528 -0.2876
H 3.4010 -2.2202 0.2485
H 2.3327 -2.2381 -1.1621
H 0.3770 -5.2268 1.7961
H -1.2933 -6.8703 1.0564
H -2.8993 -6.2885 -0.7332
H -2.8407 -4.0682 -1.7700
H -3.4847 -1.9235 -2.2653
H -3.1498 -0.2027 -2.0390
H -3.5539 -1.2072 -0.6361
H -1.0775 -2.8449 -3.5027
H 0.4773 -2.0336 -3.2163
H -0.9128 -1.0994 -3.7908
C -3.7744 -0.4721 3.8984
N -2.3328 -0.4788 4.0689
C -1.8121 -1.8274 4.0430
C -1.6987 0.3617 3.0715
C -0.2119 0.5511 3.2967
C 0.1927 1.0909 4.5180
C 1.5252 1.3639 4.7777
C 2.4803 1.1120 3.8028
C 2.0931 0.5798 2.5799
C 0.7548 0.2972 2.3180
H -4.2434 -1.0627 4.6843
H -4.0820 -0.8907 2.9240
H -4.1525 0.5480 3.9650
H -2.3464 -2.4422 4.7663
H -0.7577 -1.8190 4.3134
H -1.9210 -2.2967 3.0465
H -2.1886 1.3392 3.1208
H -1.8839 -0.0290 2.0520
H -0.5606 1.2901 5.2721
H 1.8171 1.7796 5.7329
H 3.5236 1.3322 3.9895
H 2.8454 0.3993 1.8221
F -2.2690 6.3411 -0.2442
C -1.3707 5.8422 -1.1045
F -0.2824 6.6198 -1.0525
F -1.8849 5.9286 -2.3351
C -1.0265 4.4170 -0.7392
C -0.3871 4.1591 0.4597
C -0.0899 2.8502 0.7883
N -0.4065 1.8137 -0.0018
C -1.0054 2.0849 -1.1681
C -1.3371 3.3625 -1.5763
H -0.1128 4.9594 1.1333
H 0.4191 2.6170 1.7108
H -1.2184 1.2396 -1.8039
H -1.8215 3.5240 -2.5280
*
```

## Properties
**Relative energy (zero: lowest compared OMol25 entry of this formula, charge and spin)**: 1.3 kcal/mol
**LUMO**: -2.77 eV
**M**: 673.80 u
**Total energy**: -162729.1506 eV
**Maximum force**: 0.005 Eh/bohr
**Orbital gap**: 8.2 eV

(5)
Molecular formula: C25H32BeBr3FLiMgN4O7
Method: DFT, ωB97M-V/def2-TZVPD

ORCA input file:
```
! wB97M-V def2-TZVPD RIJCOSX def2/J DEFGRID3
* xyz 1 1
C 2.4298 0.0593 1.8327
O 3.0934 0.9693 0.9788
C 2.5350 1.1337 -0.3020
C 1.2739 1.9980 -0.2724
C 1.0191 2.5435 -1.6694
N -0.3114 3.1434 -1.9107
C -1.0426 2.6395 -3.0672
C -1.7542 1.3231 -2.7477
O -1.2557 0.3368 -3.2201
C -2.9689 1.1449 -1.9025
C -4.1408 1.8967 -2.0317
C -5.2546 1.6045 -1.2634
C -5.2146 0.5963 -0.3006
C -4.0357 -0.1543 -0.1503
C -2.9268 0.1046 -0.9630
C -0.7744 4.1065 -1.1425
N -0.1221 4.6199 -0.0707
C -0.9165 5.5577 0.3998
N -2.0352 5.6832 -0.3117
N -1.9455 4.7635 -1.3102
H 3.1351 -0.7379 2.0520
H 1.5605 -0.4071 1.3643
H 2.0861 0.5454 2.7434
H 2.3036 0.1580 -0.7375
H 3.2917 1.6503 -0.8873
H 0.4194 1.4565 0.1367
H 1.4854 2.8193 0.4055
H 1.7769 3.2866 -1.9074
H 1.1330 1.7298 -2.3806
H -0.3116 2.3380 -3.8071
H -1.6803 3.3855 -3.5436
H -4.1879 2.6979 -2.7645
H -6.1866 2.1498 -1.3821
H -6.1722 0.3804 0.3466
H -4.0337 -0.9509 0.5881
H -2.0407 -0.5043 -0.8576
H -0.7285 6.1692 1.2665
H -2.8267 6.3018 -0.2131
H -2.6480 4.6419 -2.0215
Br -7.7370 -0.6381 0.8596
F 1.5054 3.8344 -4.2828
Mg -5.3403 4.1637 -0.9778
O -4.0593 -2.7693 1.4141
C -4.6537 -3.5870 0.7582
O -5.2671 -3.2597 -0.3837
C -6.0064 -4.3880 -0.8980
C -5.3444 -5.6086 -0.2649
C -4.8767 -5.0419 1.0776
H -7.0483 -4.2706 -0.5990
H -5.9489 -4.3784 -1.9827
H -6.0134 -6.4617 -0.1832
H -4.4801 -5.9142 -0.8562
H -5.6696 -5.1066 1.8515
H -3.9636 -5.5009 1.4479
Br 0.8755 4.9361 -5.4964
Be -6.8858 -3.6435 3.0819
C 6.7742 -2.2316 1.5468
C 7.4339 -3.3289 2.1212
C 7.1763 -3.6672 3.4167
C 6.2133 -2.8968 4.1847
C 5.5891 -1.7386 3.5695
C 5.8725 -1.4416 2.2735
H 6.9687 -1.9654 0.5091
H 8.1345 -3.9024 1.5320
H 7.6819 -4.4994 3.8862
H 6.0326 -3.1243 5.2265
H 4.8996 -1.1375 4.1455
H 5.3996 -0.6019 1.7810
Br 4.5586 -4.1909 3.4018
C 8.4764 -0.3825 -0.7329
O 9.3739 0.0442 0.0226
O 7.2163 0.2699 -0.5321
O 8.4761 -1.3106 -1.5409
H 7.4675 0.9149 0.1430
Li -4.8590 1.6446 1.5038
*
```

## Properties
**LUMO**: -5.78 eV
**M**: 799.52 u
**Total energy**: -265615.9974 eV
**Maximum force**: 0.053 Eh/bohr
**Orbital gap**: 2.8 eV

(6)
Molecular formula: C25H32Br2ClIrN6OS2
Method: DFT, ωB97M-V/def2-TZVPD

ORCA input file:
```
! wB97M-V def2-TZVPD RIJCOSX def2/J DEFGRID3
* xyz 2 1
Ir 0.4634 0.4677 0.0541
C 2.0745 -4.7532 -1.2862
S 3.0073 -3.3056 -0.7351
C 1.8306 -2.0626 -0.6882
S 2.5265 -0.4837 -0.3253
N 0.5593 -2.3019 -0.8630
N -0.2275 -1.1946 -0.7350
C -1.4523 -1.1981 -1.1191
C -2.2450 -0.0053 -0.8316
C -3.5670 0.1113 -1.2130
C -4.2566 1.2782 -0.9018
C -3.6008 2.2839 -0.2176
C -2.2719 2.0973 0.1391
N -1.6058 0.9867 -0.1599
H 2.7156 -5.2922 -1.9793
H 1.1638 -4.4393 -1.7854
H 1.8399 -5.3795 -0.4293
H -1.8611 -2.0697 -1.6162
H -4.0482 -0.6972 -1.7459
H -5.2918 1.3941 -1.1923
H -4.1019 3.2034 0.0482
H -1.7264 2.8562 0.6858
Br 1.3989 2.7222 0.8659
C 1.5864 3.3505 -0.9728
Br 0.8186 2.0069 -2.1398
H 2.6427 3.4515 -1.1922
H 1.0358 4.2773 -1.0783
C -0.4956 -4.6726 3.0837
C -1.0141 -4.0394 4.3802
C -2.0264 -2.9537 3.9731
C -1.7810 -5.1065 5.1750
C 0.1314 -3.4492 5.2742
O -0.4099 -2.5342 6.2235
C 0.9353 -4.4830 6.1180
C 1.6685 -5.6958 5.5211
C 2.8631 -5.4337 4.6315
C 3.0097 -6.1226 3.4305
C 4.0886 -5.8916 2.5888
C 5.0407 -4.9534 2.9509
Cl 6.3763 -4.6357 1.8912
C 4.9443 -4.2810 4.1598
C 3.8631 -4.5315 4.9908
C 1.1642 -2.5963 4.5290
N 0.6465 -1.5591 3.6307
C 0.8833 -1.4761 2.3344
N 0.3115 -0.3622 1.8735
C -0.2465 0.2157 2.9816
N -0.0470 -0.4859 4.0579
H -1.3415 -5.0895 2.5331
H 0.2143 -5.4755 3.2459
H -0.0238 -3.9371 2.4261
H -2.9243 -3.4386 3.5873
H -1.6463 -2.3128 3.1742
H -2.3117 -2.3165 4.8071
H -2.6444 -5.4386 4.5983
H -2.1656 -4.7187 6.1215
H -1.1762 -5.9849 5.3930
H -1.0528 -2.9904 6.7782
H 0.2227 -4.8766 6.8461
H 1.6366 -3.8892 6.7099
H 0.9650 -6.3313 4.9839
H 2.0011 -6.3021 6.3682
H 2.2748 -6.8677 3.1495
H 4.2049 -6.4508 1.6699
H 5.7166 -3.5822 4.4508
H 3.8069 -4.0120 5.9406
H 1.8252 -3.2126 3.9266
H 1.7564 -2.0745 5.2802
H 1.4311 -2.2113 1.7724
H -0.8055 1.1362 2.9637
*
```

## Properties
**Relative energy (zero: lowest compared OMol25 entry of this formula, charge and spin)**: 0.0 kcal/mol
**LUMO**: -7.21 eV
**M**: 884.18 u
**Total energy**: -214535.8545 eV
**Maximum force**: 0.020 Eh/bohr
**Orbital gap**: 5.6 eV

(7)
Molecular formula: C25H32CrN7O5S
Method: DFT, ωB97M-V/def2-TZVPD

ORCA input file:
```
! wB97M-V def2-TZVPD RIJCOSX def2/J DEFGRID3
* xyz -1 5
Cr 0.3429 -0.4553 0.2306
C -1.5299 -1.1998 -2.1669
N -1.2641 -1.1286 -0.7412
C -2.1626 -1.7116 0.0259
C -1.9836 -1.6976 1.4154
C -2.7860 -2.0957 2.5010
C -2.0878 -1.7367 3.6472
C -0.8983 -1.1438 3.2171
N -0.8291 -1.1289 1.8852
C -1.6297 -2.6051 -2.6988
C -0.5653 -3.4866 -2.5398
C -0.6255 -4.7603 -3.0727
C -1.7498 -5.1791 -3.7676
C -2.8224 -4.3146 -3.9111
C -2.7635 -3.0378 -3.3763
H -0.7184 -0.6812 -2.6822
H -2.4536 -0.6523 -2.4002
H -3.0331 -2.2075 -0.4044
H -3.7464 -2.5760 2.4369
H -2.3841 -1.8926 4.6703
H -0.1096 -0.7169 3.8164
H 0.2995 -3.1565 -1.9867
H 0.2158 -5.4292 -2.9595
H -1.7875 -6.1752 -4.1892
H -3.7036 -4.6344 -4.4498
H -3.6001 -2.3611 -3.4923
O 2.7161 3.0378 4.1179
C 3.3673 1.8697 4.1014
O 4.2674 1.6355 4.8970
C 2.9546 0.8985 3.0999
C 3.5386 -0.3474 2.8984
N 2.8651 -0.9627 1.9111
N 1.8777 -0.2007 1.4393
C 1.8869 0.9453 2.1423
C 0.8130 1.8697 1.8074
O 0.7412 3.0026 2.3492
O -0.0171 1.4265 0.9322
H 1.9686 3.0718 3.4435
H 4.3753 -0.7884 3.4008
H 3.0027 -1.8869 1.5265
N 3.5069 -2.8667 -1.0202
C 2.4772 -1.9221 -0.9960
O 1.4107 -2.1845 -0.3724
C 2.7576 -0.5695 -1.5727
C 1.5347 0.3273 -1.3564
H 3.2098 -3.8214 -0.8684
H 4.1474 -2.7695 -1.7933
H 3.0146 -0.6764 -2.6367
H 3.6448 -0.1555 -1.0784
H 0.9667 0.3491 -2.2905
H 1.8834 1.3547 -1.2089
C -5.4663 1.3562 -1.3667
C -4.5343 0.8979 -0.2491
N -3.8022 2.0186 0.2920
C -2.6810 2.4892 -0.3001
S -2.2545 2.0404 -1.8396
N -1.9745 3.4444 0.3289
C -2.1747 3.8795 1.6929
C -3.2900 4.9249 1.7604
H -6.0033 0.5160 -1.7968
H -4.8672 1.8191 -2.1446
H -6.1810 2.0846 -0.9924
H -3.8205 0.1654 -0.6393
H -5.1005 0.4329 0.5598
H -3.9248 2.2151 1.2725
H -1.0515 3.5867 -0.0529
H -1.2327 4.2990 2.0471
H -2.4082 3.0288 2.3446
H -3.0173 5.7993 1.1732
H -3.4650 5.2384 2.7869
H -4.2181 4.5235 1.3555
*
```

## Properties
**Relative energy (zero: lowest compared OMol25 entry of this formula, charge and spin)**: 43.5 kcal/mol
**LUMO (spin up / spin down)**: 2.30 / 2.23 eV
**M**: 594.64 u
**Total energy**: -86372.9987 eV
**Maximum force**: 0.074 Eh/bohr
**Orbital gap (spin up / spin down)**: 4.1 / 6.9 eV